Entry 1:
Computed, not measured: C17H26Al2CaCl2F4IN2O14P2S3 as an isolated structure at a distorted geometry, with ωB97M-V/def2-TZVPD.

Multiplicity: 1
ΔE to the lowest compared entry with this formula, charge and spin, kcal per mole: 0.0
Total charge: +1
Calculated total energy, hartree: -6482.7807
HOMO level, eV: -9.9
Frontier orbital gap, eV: 3.31
LUMO, eV: -6.62

Structure (XYZ):
```
74
C17H26Al2CaCl2F4IN2O14P2S3 | the OMol25 dataset | ωB97M-V/def2-TZVPD
Al 1.624 -0.615 -5.406
P 0.746 -3.965 -9.263
H -0.732 2.848 2.563
C 1.659 -1.010 5.559
H 1.601 2.353 5.638
H 3.325 7.620 2.692
O -3.199 -0.823 0.574
H -4.042 -0.352 -1.267
F 3.549 -0.712 1.005
H -0.111 -0.494 -0.790
H 1.404 -1.866 4.947
F -0.501 -4.383 0.251
S -0.754 -3.624 -3.410
H 0.297 6.403 0.930
C -1.593 -3.601 -0.156
N -0.190 4.852 2.207
O -1.553 0.038 2.129
H 0.669 -3.272 -1.532
N 2.209 -1.298 6.736
C 0.971 4.772 2.824
H 0.623 -4.148 -5.299
H -2.072 4.009 2.548
Cl -4.832 -2.442 -0.596
O 2.021 -2.435 0.436
H -5.298 -4.070 -2.113
O 1.905 7.677 1.192
H 1.211 3.546 3.260
C -0.493 6.162 1.636
I -1.985 -0.215 -3.104
C -3.570 -1.175 -0.745
H 0.966 0.451 4.147
H -1.292 3.530 1.025
H 2.344 -1.849 -0.285
O -1.783 1.192 0.077
C -0.128 -2.679 -1.978
O 1.763 5.644 2.962
H 1.262 0.421 0.943
C -1.125 3.741 2.080
C 1.416 0.279 5.115
C -0.417 -2.371 -5.867
H -1.482 -2.545 -5.770
S 0.183 -2.609 2.698
H -0.487 6.907 2.428
Ca 2.021 -4.613 0.563
H 2.993 -0.540 8.469
H -2.928 -2.537 -2.251
O 3.850 8.217 2.136
Cl 2.671 3.090 3.180
Al -7.348 -3.725 -0.775
H -0.025 -2.685 -6.822
O 1.398 -0.313 1.558
O 2.070 -3.524 -9.868
C 2.989 8.344 1.062
C 0.348 -3.209 -4.824
O -5.580 -4.815 -2.655
H -0.271 -1.271 -5.788
F -2.302 -3.395 0.925
C 2.347 1.054 7.171
S -1.816 -0.067 0.741
H 0.347 -1.775 -2.352
O 0.891 -4.249 -7.762
C 1.770 1.331 5.944
P 0.730 -1.628 1.147
C -2.462 -1.762 -1.653
H 2.638 1.847 7.845
O -0.239 -2.815 -9.460
F -2.289 -4.403 -0.935
O 3.310 9.041 0.123
O 0.279 -5.204 -10.008
H -1.460 6.162 1.140
C -0.594 -1.155 -0.067
C 2.543 -0.275 7.519
H 1.226 -2.702 -4.395
C -1.216 -2.315 -0.930
```


Entry 2:
Computed, not measured: C35H46CoN6O5S as an isolated structure, with ωB97M-V/def2-TZVPD.

Multiplicity: 2
ΔE to the lowest compared entry with this formula, charge and spin, kcal per mole: 32.4
Calculated total energy, hartree: -3846.8336
HOMO level (alpha / beta), eV: -4.8 / -5.1
Frontier orbital gap (alpha / beta), eV: 4.65 / 4.97
LUMO (alpha / beta), eV: -0.17 / -0.17

Structure (XYZ):
```
94
C35H46CoN6O5S | the OMol25 dataset | ωB97M-V/def2-TZVPD
H -4.717 1.900 -0.318
H -0.415 -0.297 -3.885
C -4.708 -1.308 -3.204
N -2.635 -0.498 -0.214
N 0.632 -2.890 1.771
H -3.611 -3.549 0.788
H 6.456 1.484 2.512
C -0.139 -2.000 -0.923
H 0.263 -4.829 1.036
C -0.155 -0.413 -2.827
H 0.240 1.645 -4.051
C 2.004 3.297 0.112
C -0.286 -3.372 -0.461
C -1.258 -3.988 -2.641
H 1.489 2.201 -2.926
H -2.621 0.516 3.091
H -1.994 -5.980 -3.038
N 1.041 2.685 -0.454
H -2.727 5.137 -0.593
H -4.778 -3.486 -1.390
H -4.348 4.864 0.113
H -5.131 2.854 1.159
C 0.466 1.824 -2.997
C -0.501 2.846 -2.393
C -4.400 2.197 0.684
H 5.210 -2.296 0.544
H 3.603 4.551 1.698
O 2.909 0.579 -0.148
H 1.665 -4.228 2.985
H 0.882 2.243 3.135
H 5.284 4.247 4.044
H -3.110 0.404 -2.013
H 0.861 0.546 3.615
N -5.568 -2.277 -3.619
H 0.603 -1.934 1.416
C -0.424 -1.721 -2.270
H 2.643 -1.811 0.193
C -3.255 -0.473 -1.390
H 6.041 5.009 2.650
C 3.173 2.715 0.789
S -2.844 3.076 0.565
C -0.896 -4.305 -1.336
C 1.779 -3.214 2.595
C 3.928 3.520 1.569
N 0.367 0.590 -2.222
H -5.775 -3.099 -3.088
C -0.990 -2.711 -3.107
C 5.542 1.824 2.031
H 2.863 -0.957 1.698
C 5.865 4.047 3.140
H 0.689 4.433 -1.569
H 3.932 -3.170 2.608
C 0.130 3.566 -1.208
H -1.101 -0.023 3.828
O -1.027 0.740 1.869
C 0.254 0.944 1.567
N 4.648 -1.495 0.788
H 6.373 -0.531 1.235
C 4.788 0.882 1.255
H 3.238 -3.941 1.172
C 3.555 1.312 0.588
O -4.495 -0.319 -3.881
C 5.129 3.095 2.229
C -1.565 0.742 3.208
H -1.081 -5.308 -0.958
H -2.220 -1.604 1.470
C 0.216 -3.772 0.786
H -0.808 3.581 -3.140
H -1.224 -2.448 -4.136
C 3.128 -3.101 1.867
H -4.223 1.307 1.284
O 0.264 -1.106 -0.088
C 3.239 -1.783 1.098
C -3.542 -2.677 0.149
C 5.302 -0.396 1.094
H 1.780 -2.531 3.448
H -1.385 2.297 -2.061
H -1.459 1.726 3.660
H -0.649 3.921 -0.534
H 2.154 1.160 2.570
H -1.322 -5.167 -4.453
C -4.191 -2.631 -1.073
H -2.907 -4.702 -3.849
C -4.053 -1.504 -1.867
H -6.008 -2.147 -4.513
C -2.776 -1.587 0.535
C 1.093 1.220 2.788
H 2.002 4.392 0.076
H -3.853 3.997 -1.388
H 6.828 3.637 3.445
O -2.576 3.654 1.922
C -3.520 4.406 -0.430
Co 0.622 0.781 -0.275
C -1.905 -5.016 -3.542
```


Entry 3:
Computed, not measured: a 12-piece molecular cluster, C66H78F9N3O3 overall at a distorted geometry, with ωB97M-V/def2-TZVPD.

SMILES: COC[C@H](C)N.COC[C@H](C)N.COC[C@H](C)N.Fc1ccccc1.Fc1ccccc1.Fc1ccccc1.Fc1ccccc1.Fc1ccccc1.Fc1ccccc1.Fc1ccccc1.Fc1ccccc1.Fc1ccccc1
Multiplicity: 1
Calculated total energy, hartree: -3850.4194
HOMO level, eV: -9.0
Frontier orbital gap, eV: 9.61
LUMO, eV: 0.62

Structure (XYZ):
```
159
C66H78F9N3O3 | the OMol25 dataset | ωB97M-V/def2-TZVPD
C 10.662 -19.894 3.676
H 13.388 -25.529 11.751
C 13.474 -14.819 8.998
N 17.288 -19.690 10.824
C 20.136 -20.568 14.287
H 13.058 -21.483 13.066
H 16.771 -24.084 7.093
O 16.431 -20.762 8.273
H 21.748 -16.367 11.839
C 15.402 -18.083 10.705
C 13.098 -22.239 12.287
C 17.703 -17.209 4.980
C 19.461 -17.584 8.610
H 14.427 -12.070 7.197
C 13.291 -24.481 11.510
C 18.181 -14.898 12.114
C 11.940 -19.849 6.144
H 11.286 -13.367 11.182
C 18.348 -16.213 12.535
H 12.704 -25.412 1.548
F 23.438 -20.926 11.843
H 16.151 -17.268 10.605
C 13.267 -23.559 12.560
C 15.974 -20.905 13.826
C 15.077 -26.798 5.937
H 15.735 -19.132 2.991
H 12.769 -21.968 4.166
H 12.981 -26.973 5.756
N 23.741 -17.938 9.765
C 21.407 -20.322 14.790
H 15.080 -18.048 11.755
H 17.571 -16.222 5.417
C 15.331 -23.736 2.899
H 13.372 -23.878 13.586
C 15.935 -19.527 8.756
C 16.639 -17.626 4.178
H 15.112 -25.370 1.478
H 14.312 -13.657 5.405
H 16.886 -21.670 6.537
H 22.171 -18.678 6.920
O 11.423 -15.331 11.598
N 11.206 -18.884 12.512
C 22.557 -17.935 8.910
H 23.553 -20.294 14.290
H 19.624 -17.805 5.806
H 16.016 -20.088 13.124
C 19.992 -20.954 12.944
C 11.464 -17.713 11.641
H 15.373 -20.818 6.448
C 13.531 -25.051 6.501
C 12.526 -23.756 2.917
C 14.597 -22.762 3.566
F 15.252 -21.685 4.132
H 19.055 -13.161 11.236
H 23.610 -17.609 10.711
H 10.211 -18.794 12.704
H 12.770 -20.741 10.785
H 21.539 -20.135 15.860
C 22.527 -20.399 13.960
H 18.993 -21.171 12.562
C 14.144 -14.004 6.400
H 24.009 -18.909 9.877
H 18.423 -17.816 8.303
C 15.710 -23.019 15.573
H 16.915 -24.089 14.078
C 10.879 -17.923 10.254
H 13.871 -12.738 9.525
H 12.521 -19.934 7.051
H 12.337 -18.666 3.004
C 16.600 -18.871 3.603
C 23.033 -18.469 7.561
H 15.298 -20.201 10.633
C 15.897 -24.675 6.821
F 14.737 -19.559 15.258
C 18.762 -19.333 4.601
C 19.655 -16.775 12.484
C 13.172 -24.072 10.188
H 13.768 -16.067 5.847
C 16.393 -20.744 6.805
C 14.128 -13.078 7.429
H 14.503 -21.737 16.792
H 14.559 -17.787 10.086
H 23.767 -17.920 6.973
C 13.865 -15.336 6.635
H 20.980 -21.447 11.130
C 12.917 -21.793 10.993
C 13.222 -22.727 3.549
H 15.318 -27.806 5.657
C 13.243 -24.721 2.174
H 23.448 -19.461 7.766
C 22.344 -20.772 12.651
H 21.012 -18.494 10.404
C 14.592 -24.241 6.921
H 11.394 -13.726 12.905
H 16.404 -23.781 2.901
C 21.377 -18.806 9.416
H 14.919 -19.380 8.361
H 11.298 -16.386 13.362
H 21.289 -14.145 10.975
H 15.650 -23.889 16.228
C 17.718 -19.697 3.770
C 20.503 -14.731 11.452
C 18.773 -18.056 5.179
H 17.816 -18.824 10.742
C 10.937 -14.053 11.954
F 15.521 -16.824 4.055
C 14.626 -24.683 2.148
H 9.850 -16.464 12.265
H 12.577 -17.651 11.597
H 22.216 -16.887 8.853
H 13.471 -18.686 5.264
H 19.864 -17.789 12.840
H 19.258 -20.452 14.914
C 21.104 -21.106 12.140
F 13.231 -16.989 8.168
C 16.118 -25.961 6.273
F 8.950 -21.174 4.598
H 12.527 -24.660 6.550
H 19.605 -19.969 4.800
H 11.128 -17.069 9.617
C 15.937 -19.413 10.241
C 20.726 -16.022 11.938
H 14.401 -23.224 7.314
H 17.438 -16.753 12.870
H 13.191 -15.163 9.974
C 19.244 -14.174 11.560
F 12.633 -22.332 8.700
H 17.703 -20.396 10.220
H 13.168 -24.759 9.341
C 10.770 -20.560 6.014
F 17.374 -26.420 6.099
C 15.287 -20.765 14.979
H 16.535 -18.742 8.295
C 12.903 -22.728 9.958
H 11.688 -18.814 13.404
H 11.437 -23.778 2.983
C 16.459 -23.155 14.363
H 19.798 -16.658 8.131
C 13.822 -13.478 8.731
H 11.294 -18.800 9.791
C 10.149 -20.543 4.766
C 13.524 -15.689 7.926
H 17.136 -22.265 12.593
H 16.868 -19.873 6.334
C 10.972 -16.454 12.302
C 13.787 -26.313 6.062
F 16.919 -14.402 12.243
H 9.854 -13.963 12.025
C 11.913 -19.238 3.826
H 10.375 -21.214 6.781
H 19.435 -17.355 9.693
H 9.795 -18.004 10.289
C 15.100 -21.828 15.896
H 10.020 -19.852 2.804
H 21.666 -19.854 9.447
O 20.299 -18.712 8.428
C 12.539 -19.219 5.048
H 17.806 -20.669 3.306
C 16.589 -22.128 13.516
```